Record 1
{"formula": "C24H31N3O5S", "method": "ωB97M-V with the def2-TZVPD basis set", "largest_force_ev_per_a": 0.99, "charge": 0, "homo_lumo_gap_ev": 8.4, "smiles": "COc1ccc(NS(=O)(=O)c2cc(NC(=O)CC3CCCC3)ccc2N2CCOCC2)cc1", "homo_ev": -8.01, "de_lowest_kcal_mol": 53.2, "elements": ["C", "O", "C", "C", "C", "C", "N", "S", "O", "O", "C", "C", "C", "N", "C", "O", "C", "C", "C", "C", "C", "C", "C", "C", "C", "N", "C", "C", "O", "C", "C", "C", "C", "H", "H", "H", "H", "H", "H", "H", "H", "H", "H", "H", "H", "H", "H", "H", "H", "H", "H", "H", "H", "H", "H", "H", "H", "H", "H", "H", "H", "H", "H", "H"], "positions_angstrom": [[-6.25, -1.87, 2.40], [-5.34, -0.81, 2.32], [-4.43, -0.81, 1.30], [-4.31, -1.80, 0.33], [-3.34, -1.70, -0.65], [-2.47, -0.62, -0.69], [-1.47, -0.54, -1.66], [-0.87, 0.94, -2.21], [-0.26, 0.64, -3.47], [-1.91, 1.92, -2.18], [0.43, 1.18, -1.00], [1.36, 0.16, -1.05], [2.36, 0.05, -0.09], [3.29, -0.99, -0.22], [4.31, -1.33, 0.62], [4.59, -0.73, 1.63], [5.07, -2.56, 0.14], [4.22, -3.82, 0.29], [4.97, -5.10, -0.09], [4.19, -6.23, 0.59], [3.35, -5.57, 1.69], [3.79, -4.11, 1.73], [2.38, 0.98, 0.95], [1.47, 2.01, 0.98], [0.49, 2.17, -0.01], [-0.43, 3.21, 0.00], [-0.70, 3.90, 1.25], [-2.08, 4.56, 1.11], [-2.11, 5.47, 0.04], [-1.81, 4.81, -1.18], [-0.44, 4.13, -1.12], [-2.59, 0.37, 0.28], [-3.55, 0.28, 1.26], [-5.75, -2.83, 2.55], [-6.88, -1.66, 3.26], [-6.88, -1.93, 1.50], [-4.96, -2.66, 0.33], [-3.27, -2.47, -1.40], [-1.54, -1.22, -2.40], [1.28, -0.55, -1.86], [3.16, -1.56, -1.04], [5.36, -2.43, -0.90], [5.97, -2.65, 0.76], [3.32, -3.74, -0.33], [5.04, -5.23, -1.17], [5.99, -5.05, 0.31], [4.87, -6.98, 1.00], [3.55, -6.74, -0.13], [3.48, -6.06, 2.66], [2.29, -5.62, 1.44], [3.01, -3.44, 2.08], [4.65, -3.99, 2.39], [3.13, 0.89, 1.72], [1.53, 2.73, 1.78], [-0.72, 3.18, 2.07], [0.05, 4.68, 1.45], [-2.32, 5.13, 2.01], [-2.83, 3.78, 0.96], [-1.82, 5.58, -1.95], [-2.57, 4.05, -1.40], [-0.26, 3.60, -2.05], [0.34, 4.90, -0.97], [-1.93, 1.23, 0.25], [-3.66, 1.04, 2.01]], "nbo_charge": [-0.251, -0.493, 0.277, -0.291, -0.243, 0.204, -0.879, 2.314, -0.942, -0.923, -0.384, -0.190, 0.129, -0.605, 0.695, -0.604, -0.490, -0.200, -0.400, -0.407, -0.403, -0.408, -0.191, -0.267, 0.271, -0.473, -0.249, -0.069, -0.522, -0.081, -0.238, -0.254, -0.222, 0.174, 0.201, 0.175, 0.220, 0.205, 0.416, 0.229, 0.398, 0.218, 0.234, 0.188, 0.210, 0.199, 0.209, 0.204, 0.212, 0.200, 0.218, 0.203, 0.262, 0.224, 0.213, 0.179, 0.194, 0.168, 0.194, 0.193, 0.222, 0.176, 0.231, 0.221]}



Record 2
{"formula": "CH25O15", "method": "ωB97M-V with the def2-TZVPD basis set", "largest_force_ev_per_a": 10.50, "charge": -1, "homo_lumo_gap_ev": 10.1, "homo_ev": -7.56, "de_lowest_kcal_mol": 124.3, "elements": ["C", "O", "O", "O", "H", "O", "H", "H", "O", "H", "H", "O", "H", "H", "O", "H", "H", "O", "H", "H", "O", "H", "H", "O", "H", "H", "O", "H", "H", "O", "H", "H", "O", "H", "H", "O", "H", "H", "O", "H", "H"], "positions_angstrom": [[-0.21, 0.20, 0.31], [1.05, 0.02, 0.60], [-1.04, -0.74, -0.18], [-0.76, 1.33, 0.27], [-0.71, -1.59, -0.34], [-0.04, -1.86, -3.56], [-0.29, -0.95, -3.68], [0.80, -1.86, -2.91], [-2.92, -1.90, -2.94], [-2.09, -1.49, -2.68], [-2.59, -2.50, -3.49], [-0.61, 1.95, 2.64], [-0.67, 1.81, 1.65], [0.12, 2.33, 2.49], [0.81, -2.08, 2.29], [0.39, -1.65, 3.09], [0.91, -1.36, 1.76], [-1.19, 4.34, -1.49], [-0.41, 4.46, -0.72], [-1.13, 3.48, -1.68], [2.13, 2.51, 0.15], [1.70, 3.37, 0.02], [1.27, 2.04, 0.03], [-1.43, -3.57, 1.37], [-0.80, -3.19, 2.00], [-1.16, -4.40, 1.25], [-3.01, -0.39, 1.41], [-2.86, -0.59, 2.34], [-2.31, -0.88, 0.85], [2.94, 1.20, 2.78], [2.76, 1.20, 1.89], [2.73, 1.97, 3.15], [3.72, -0.03, -0.03], [3.86, 0.58, -0.66], [2.87, 0.20, 0.11], [1.66, -2.00, -1.49], [1.35, -1.62, -0.66], [1.46, -2.98, -1.35], [-2.14, 1.36, -1.92], [-2.69, 2.02, -1.38], [-1.47, 1.23, -1.28]], "nbo_charge": [1.000, -0.843, -0.706, -0.781, 0.507, -1.020, 0.468, 0.507, -0.925, 0.474, 0.448, -0.967, 0.471, 0.426, -0.963, 0.472, 0.485, -0.920, 0.450, 0.466, -0.963, 0.454, 0.495, -0.956, 0.491, 0.453, -0.977, 0.457, 0.487, -0.936, 0.485, 0.448, -0.920, 0.449, 0.468, -0.940, 0.500, 0.476, -0.965, 0.469, 0.474]}



Record 3
{"formula": "C7H12N2", "method": "ωB97M-V with the def2-TZVPD basis set", "largest_force_ev_per_a": 2.86, "charge": 0, "homo_lumo_gap_ev": 9.8, "smiles": "N[C@]12C=C[C@](N)(CC1)C2", "homo_ev": -8.75, "de_lowest_kcal_mol": 26.6, "elements": ["N", "C", "C", "C", "C", "N", "C", "C", "C", "H", "H", "H", "H", "H", "H", "H", "H", "H", "H", "H", "H"], "positions_angstrom": [[-0.60, -0.04, 2.51], [-0.28, 0.03, 1.08], [0.47, 1.41, 0.83], [1.18, 1.21, -0.29], [0.78, -0.16, -0.81], [1.53, -0.75, -1.86], [-0.71, 0.00, -1.32], [-1.47, 0.10, 0.06], [0.69, -0.99, 0.44], [-1.30, 0.60, 2.83], [-0.92, -1.01, 2.76], [0.29, 2.28, 1.52], [1.96, 1.87, -0.68], [1.73, -0.05, -2.60], [0.98, -1.50, -2.32], [-1.04, -0.90, -1.85], [-0.88, 0.83, -2.05], [-2.11, -0.75, 0.16], [-2.16, 0.97, 0.13], [0.28, -2.01, 0.40], [1.56, -1.14, 1.05]], "nbo_charge": [-0.843, 0.100, -0.178, -0.212, 0.070, -0.825, -0.403, -0.433, -0.409, 0.364, 0.356, 0.226, 0.222, 0.356, 0.357, 0.193, 0.213, 0.200, 0.208, 0.205, 0.232]}



Record 4
{"formula": "C9H23N2O2PS2", "method": "ωB97M-V with the def2-TZVPD basis set", "largest_force_ev_per_a": 0.39, "charge": 0, "homo_lumo_gap_ev": 8.8, "smiles": "CNC(C)=O.CNC(C)=O.CCSCPS", "homo_ev": -8.24, "elements": ["C", "N", "C", "C", "O", "H", "H", "H", "H", "H", "H", "H", "C", "N", "C", "C", "O", "H", "H", "H", "H", "H", "H", "H", "C", "C", "S", "C", "P", "S", "H", "H", "H", "H", "H", "H", "H", "H", "H"], "positions_angstrom": [[1.02, 2.26, -3.10], [1.73, 2.29, -1.84], [2.27, 1.25, -1.15], [2.11, -0.13, -1.74], [2.84, 1.44, -0.09], [1.54, 2.87, -3.85], [0.01, 2.64, -2.98], [0.95, 1.24, -3.47], [1.86, 3.18, -1.38], [2.58, -0.84, -1.07], [1.06, -0.39, -1.85], [2.59, -0.20, -2.72], [-2.87, -3.02, -1.91], [-2.47, -1.86, -2.70], [-2.27, -0.59, -2.28], [-2.48, -0.30, -0.81], [-1.94, 0.28, -3.06], [-2.11, -3.80, -1.96], [-3.81, -3.43, -2.27], [-3.00, -2.74, -0.87], [-2.32, -1.99, -3.68], [-2.28, 0.75, -0.64], [-3.50, -0.52, -0.51], [-1.79, -0.89, -0.20], [3.21, 0.49, 3.00], [1.84, -0.03, 3.48], [0.81, -0.38, 2.04], [-0.73, -0.92, 2.82], [-1.80, 0.29, 3.73], [-1.71, 2.03, 2.52], [3.25, 0.60, 1.92], [4.02, -0.17, 3.32], [3.41, 1.48, 3.42], [1.35, 0.73, 4.10], [1.95, -0.92, 4.10], [-0.58, -1.78, 3.48], [-1.35, -1.27, 1.99], [-0.86, 0.78, 4.67], [-2.49, 1.57, 1.54]], "nbo_charge": [-0.411, -0.610, 0.686, -0.723, -0.650, 0.191, 0.210, 0.217, 0.399, 0.243, 0.229, 0.225, -0.411, -0.615, 0.678, -0.727, -0.634, 0.200, 0.199, 0.210, 0.401, 0.245, 0.228, 0.225, -0.636, -0.531, 0.231, -0.878, 0.450, -0.294, 0.261, 0.206, 0.212, 0.205, 0.204, 0.235, 0.234, -0.033, 0.131]}



Q: What is the formula in the third record?
A: C7H12N2